The following is a quantum chemistry calculation of C33H48N9OS2Sc as an isolated structure at a distorted geometry, from the OMol25 dataset.

The geometry in XYZ format:
```
94
Properties=species:S:1:pos:R:3:mulliken_charge:R:1
Sc -0.30007 -0.92525 0.67809 -1.08
C -6.37436 1.26326 1.43743 -0.91
S -4.76391 2.04842 1.14247 -0.05
C -3.67248 0.67281 1.49951 0.44
S -4.14000 -0.89681 1.17802 -0.53
N -2.57886 1.03852 2.11541 -1.45
N -1.68223 0.06770 2.33433 1.44
C -1.11575 0.04602 3.49706 -1.03
C -0.49219 -1.17979 3.91912 1.13
C -0.03672 -1.34779 5.23378 -1.08
C 0.26104 -2.61700 5.68633 -0.37
C 0.10477 -3.68583 4.81677 -0.83
C -0.31406 -3.42158 3.51748 -0.28
N -0.58931 -2.21415 3.06088 0.32
H -7.12768 1.82433 0.89690 0.37
H -6.31236 0.23575 1.08437 0.30
H -6.58320 1.28526 2.50381 0.30
H -1.32636 0.82354 4.23583 0.40
H 0.03281 -0.48953 5.88666 0.44
H 0.58693 -2.77026 6.70350 0.43
H 0.29952 -4.69907 5.13380 0.41
H -0.45504 -4.23837 2.82232 0.38
C 0.88035 0.20526 -2.66077 -0.99
N 0.44012 -0.82242 -1.72726 1.60
C 0.22786 -1.99802 -2.21965 -0.18
C -0.39007 -3.02275 -1.47017 -0.56
C -0.70528 -4.33190 -1.86830 -1.02
C -1.41954 -4.89695 -0.82606 -1.04
C -1.51687 -3.91486 0.16041 -0.94
N -0.90217 -2.78165 -0.20612 1.40
C 2.37584 0.26254 -2.84837 1.06
C 2.95048 0.19032 -4.10968 -0.76
C 4.32584 0.25495 -4.26337 -0.64
C 5.13949 0.38774 -3.15275 -0.65
C 4.57356 0.45902 -1.88950 -0.93
C 3.19986 0.40351 -1.74023 0.35
H 0.54060 1.16354 -2.24925 -0.85
H 0.40398 0.06918 -3.64528 0.60
H 0.46473 -2.22833 -3.26990 0.26
H -0.43656 -4.78739 -2.80429 0.54
H -1.83485 -5.88647 -0.78243 0.46
H -2.03763 -3.98476 1.09946 0.62
H 2.32041 0.08128 -4.98163 0.42
H 4.75942 0.19715 -5.25281 0.39
H 6.21179 0.43560 -3.27101 0.41
H 5.20822 0.55078 -1.02167 0.42
H 2.73361 0.44409 -0.76813 0.31
C 3.76082 -1.02578 1.71537 -1.16
C 2.63841 -2.02423 1.34009 1.55
C 3.01242 -2.69158 -0.00276 -1.33
C 2.61250 -3.12261 2.42877 -1.80
O 1.42954 -1.36161 1.26370 0.66
H 4.71029 -1.54420 1.82585 0.49
H 3.50837 -0.54062 2.65696 0.31
H 3.85167 -0.27111 0.94030 -0.18
H 4.00998 -3.12402 0.05280 0.47
H 2.99037 -1.95121 -0.79753 0.11
H 2.29672 -3.47363 -0.24577 0.25
H 3.57737 -3.62356 2.49718 0.51
H 1.85184 -3.85746 2.17695 0.30
H 2.37190 -2.68168 3.39544 0.28
C -1.26534 3.89675 -1.74318 -0.31
C -2.55000 3.42892 -1.05877 -1.26
N -3.06659 2.20078 -1.62980 0.91
C -4.22835 2.33177 -2.48237 -0.86
C -3.86893 2.75148 -3.90793 -1.23
C -2.50353 1.00492 -1.32836 -0.33
C -3.03374 -0.21826 -2.00625 -1.36
N -1.53190 0.84285 -0.50246 1.72
H -0.89968 4.79917 -1.25956 0.46
H -1.44332 4.11527 -2.79253 0.26
H -0.50063 3.12514 -1.68676 -0.54
H -3.31653 4.19828 -1.16028 0.56
H -2.38061 3.29093 0.01423 0.35
H -4.89357 3.07908 -2.03929 0.45
H -4.77199 1.39002 -2.50591 0.45
H -3.40490 3.73415 -3.91823 0.28
H -4.76840 2.79216 -4.51673 0.45
H -3.17790 2.04097 -4.35441 0.25
H -4.02601 -0.44524 -1.62340 0.51
H -2.38247 -1.05166 -1.75239 -0.57
H -3.07959 -0.09739 -3.08498 0.48
H -1.27222 1.71367 -0.04284 -0.32
C 2.24019 4.15887 0.35414 -0.84
N 2.49037 2.89608 1.01056 0.34
C 3.59806 2.85407 1.93823 -0.84
C 1.54529 2.00778 1.07795 -0.03
N 0.72413 1.19797 1.08321 -0.08
H 3.15149 4.47598 -0.15291 0.34
H 1.95122 4.92921 1.07585 0.34
H 1.44767 4.04584 -0.38123 0.12
H 4.51970 3.08080 1.39960 0.31
H 3.67723 1.86233 2.37713 0.21
H 3.46496 3.59098 2.73720 0.32
```

Values from the calculation:
Charge ... 0
LUMO ... -0.001 Eh
Energy above the lowest of the compared OMol25 structures with the same formula, charge and spin ... 25.07 kcal/mol
HOMO-LUMO gap ... 6.91 eV

***

The following is a quantum chemistry calculation of a 2-piece molecular cluster, C24H33ClN3O5S overall at a distorted geometry, from the OMol25 dataset.

The geometry in XYZ format:
```
67
Properties=species:S:1:pos:R:3:mulliken_charge:R:1
C 2.93753 -4.43117 -1.09404 -0.04
C 3.71054 -3.60288 -1.56744 -0.32
C 4.66526 -2.46379 -2.10944 -0.72
C 4.25100 -1.16623 -1.27801 0.25
C 4.72667 -1.12969 0.15278 -0.67
C 4.32932 0.05802 0.98086 0.89
C 4.73739 0.19023 2.51555 -0.02
O 3.93891 -0.27602 3.29958 -0.37
O 5.94162 0.78688 2.94841 -0.37
C 5.65996 2.21069 3.17185 -0.01
C 5.09640 2.49610 4.63165 0.48
O 4.04136 2.12418 5.06888 -0.37
Cl 6.13739 3.52331 5.74068 -0.17
C 3.48742 1.13757 0.34777 0.99
C 3.06189 1.00787 -1.07789 0.15
C 2.13995 2.09294 -1.76393 -0.91
C 1.89681 3.35556 -0.80790 -0.97
C 0.72133 3.10129 0.26160 -0.60
C 0.92692 3.88064 1.63621 -0.86
C 1.28118 2.96669 2.88979 0.10
C 0.37886 1.66826 3.06740 -0.60
C -1.14848 1.84779 2.67340 -0.41
S -2.02245 0.29966 3.28731 -0.16
C -2.95136 -0.42830 1.89797 0.54
N -3.27306 -1.77665 1.95642 -0.49
N -3.99386 -2.08219 0.81940 -0.16
C -4.08446 -0.90913 0.11763 0.03
O -3.42913 0.17158 0.72515 -0.27
N 3.46400 -0.13057 -1.82451 -0.01
H 2.10472 -4.84991 -0.45838 0.35
H 4.51852 -2.34060 -3.22166 0.35
H 5.73600 -2.76545 -1.86293 0.32
H 5.32993 -1.99783 0.55389 0.40
H 4.90204 2.60102 2.41028 -0.05
H 6.66631 2.73024 3.05790 0.38
H 3.18896 2.00421 1.01527 -0.91
H 1.11661 1.59105 -1.88652 0.37
H 2.49847 2.36960 -2.79958 0.50
H 2.83651 3.66622 -0.25722 0.40
H 1.62578 4.21934 -1.49093 0.48
H 0.48678 1.99375 0.38116 0.48
H -0.21431 3.54919 -0.22248 0.35
H 1.79967 4.61167 1.51080 0.42
H 0.01230 4.51204 1.87489 0.34
H 1.11676 3.61354 3.81917 0.51
H 2.36933 2.64011 2.94479 -0.50
H 0.81453 0.73857 2.56488 0.18
H 0.39149 1.42063 4.18546 0.50
H -1.65017 2.74852 3.12892 0.34
H -1.29826 1.82313 1.54352 0.20
H -4.60724 -0.82781 -0.87730 0.32
H 3.19444 -0.25031 -2.81272 0.33
C -7.00602 -3.52460 -5.11720 -1.02
C -5.75867 -3.48108 -4.25085 -0.33
O -5.71769 -2.36834 -3.36832 -0.40
C -6.77545 -2.27386 -2.42379 -0.37
C -6.86092 -3.46752 -1.48818 -1.08
H -7.09431 -2.60698 -5.70603 0.29
H -6.96636 -4.37747 -5.79863 0.39
H -7.91449 -3.61710 -4.52001 0.26
H -4.88328 -3.39506 -4.89852 0.31
H -5.63684 -4.41345 -3.69048 0.30
H -7.72753 -2.10684 -2.93800 0.32
H -6.58436 -1.37443 -1.83161 0.32
H -7.05902 -4.39581 -2.02691 0.33
H -7.66368 -3.32350 -0.76204 0.38
H -5.91952 -3.59749 -0.94774 0.32
```

Values from the calculation:
Charge ... +1
LUMO ... -0.175 Eh
HOMO-LUMO gap ... 5.83 eV

***

The following is a quantum chemistry calculation of a 2-piece molecular cluster, C2H4N2Se overall at a distorted geometry, from the OMol25 dataset.

The geometry in XYZ format:
```
9
Properties=species:S:1:pos:R:3:mulliken_charge:R:1
C 1.04907 1.33432 0.13698 -0.65
C -1.14504 -1.47450 0.12430 -0.43
N -1.56125 0.84899 0.02666 -0.65
N -1.34472 -0.24422 0.10698 0.49
Se 1.77190 -0.21751 0.00812 -0.08
H 0.64517 1.82186 -0.65448 0.38
H 1.12849 1.99516 1.05116 0.28
H -1.45808 -1.74110 1.03826 0.29
H -0.93120 -2.07671 -0.71410 0.36
```

Values from the calculation:
Charge ... 0
LUMO ... -0.001 Eh
Energy above the lowest of the compared OMol25 structures with the same formula, charge and spin ... 51.73 kcal/mol
HOMO-LUMO gap ... 8.24 eV

***

The following is a quantum chemistry calculation of C6H9N as an isolated structure, from the OMol25 dataset.

The geometry in XYZ format:
```
16
Properties=species:S:1:pos:R:3:mulliken_charge:R:1
C -0.36679 1.34680 1.31446 -0.81
N -0.70282 0.61861 0.11246 0.12
C -1.30422 -0.54317 0.13278 -0.12
C -0.85352 -1.01091 -1.21602 -0.55
C 0.13663 0.19217 -1.08433 -0.11
C 1.49697 -0.26433 -0.52251 -0.02
C 1.49076 -0.68312 0.75327 -1.33
H 0.28898 0.62005 1.86892 0.32
H 0.23541 2.23965 1.13008 0.30
H -1.27073 1.55259 1.89832 0.29
H -2.06587 -0.90067 0.82896 0.39
H -1.60779 -0.98744 -2.01806 0.28
H -0.35172 -1.98202 -1.22213 0.30
H 0.11329 0.90967 -1.92292 0.33
H 2.29654 -0.26275 -1.28688 0.39
H 2.46487 -0.84514 1.23360 0.22
```

Values from the calculation:
Charge ... 0
LUMO (spin up / spin down) ... 0.011 / 0.011 Eh
Energy above the lowest of the compared OMol25 structures with the same formula, charge and spin ... 131.95 kcal/mol
HOMO-LUMO gap (spin up / spin down) ... 6.95 / 6.95 eV

***

The following is a quantum chemistry calculation of a 2-piece molecular cluster, H4N4O2 overall at a distorted geometry, from the OMol25 dataset.

The geometry in XYZ format:
```
10
Properties=species:S:1:pos:R:3:mulliken_charge:R:1
N -1.37644 -0.80363 -0.43793 -0.53
N -0.81316 0.16659 0.32553 0.64
N -0.74154 1.35116 -0.12434 -0.60
N 1.99429 0.12727 0.24651 0.18
O 1.20141 -0.81606 0.11479 -0.43
O 3.13208 0.15025 -0.16245 -0.46
H -1.53858 -0.43543 -1.37351 0.31
H -0.78132 -1.63152 -0.46484 0.33
H -0.63864 -0.12434 1.29396 0.27
H -0.43807 2.01571 0.58228 0.28
```

Values from the calculation:
Charge ... 0
LUMO (spin up / spin down) ... -0.042 / -0.042 Eh
Energy above the lowest of the compared OMol25 structures with the same formula, charge and spin ... 33.35 kcal/mol
HOMO-LUMO gap (spin up / spin down) ... 6.45 / 6.45 eV

***

The following is a quantum chemistry calculation of an isolated ion of composition C4H11P4 and charge +1 at a distorted geometry, from the OMol25 dataset.

The geometry in XYZ format:
```
19
Properties=species:S:1:pos:R:3:mulliken_charge:R:1
C -1.28535 -1.88005 1.50822 -0.27
C -0.63818 -0.29091 -2.42478 -1.01
C 2.05507 0.64240 1.21693 -1.21
C -0.24712 2.06119 0.12208 -1.12
P -0.94715 -0.34969 2.07737 -0.06
P -1.17652 -2.47609 -0.28166 0.00
P 0.36473 -1.18235 -1.17703 0.03
P 0.33492 0.36273 0.45427 0.76
H -1.75819 -2.51944 2.17753 0.42
H -0.96241 -1.09166 -3.15181 0.40
H 0.09947 0.44205 -2.92089 0.34
H -1.51198 0.27674 -2.03345 0.33
H 2.55007 -0.29675 1.48884 0.37
H 2.04602 1.04897 2.18927 0.45
H 2.55829 1.22855 0.48187 0.37
H -1.18992 2.06837 -0.44296 0.33
H 0.36242 2.82436 -0.32481 0.41
H -0.32989 2.60598 1.13540 0.37
H -0.32429 -3.47441 -0.09440 0.09
```

Values from the calculation:
Charge ... +1
LUMO ... -0.167 Eh
Energy above the lowest of the compared OMol25 structures with the same formula, charge and spin ... 0.00 kcal/mol
HOMO-LUMO gap ... 8.27 eV

***

The following is a quantum chemistry calculation of a 2-piece molecular cluster, C2H3NO overall at a distorted geometry, from the OMol25 dataset.

The geometry in XYZ format:
```
7
Properties=species:S:1:pos:R:3:mulliken_charge:R:1
O -1.05393 0.16193 -0.82550 -0.50
C -1.10017 -0.78107 -0.06895 -0.02
C 2.47753 0.97570 0.58538 -0.24
N 1.42312 1.06004 0.07831 -0.07
H 0.50425 1.04548 -0.35472 0.36
H -1.79134 -1.62224 -0.24499 0.26
H -0.45947 -0.83984 0.83047 0.21
```

Values from the calculation:
Charge ... 0
LUMO ... 0.001 Eh
Energy above the lowest of the compared OMol25 structures with the same formula, charge and spin ... 41.14 kcal/mol
HOMO-LUMO gap ... 11.22 eV

***

The following is a quantum chemistry calculation of one molecule with the formula C17H23N3O3, from the OMol25 dataset.

The geometry in XYZ format:
```
46
Properties=species:S:1:pos:R:3:mulliken_charge:R:1
C -6.41505 -1.06897 0.40096 -0.84
O -5.47167 -1.02572 -0.64179 -0.46
C -4.31933 -0.32637 -0.44406 0.79
C -3.97659 0.34773 0.72171 -0.33
C -2.77531 1.02657 0.81351 -0.98
C -1.88250 1.05789 -0.25380 0.51
N -0.65341 1.73742 -0.16518 0.18
C 0.31350 1.63285 -1.24255 -1.27
C 1.56704 2.39465 -0.77592 0.18
C 2.83602 1.53877 -0.72723 0.43
O 3.76445 1.83074 -1.46128 -0.71
N 2.91801 0.49895 0.12922 0.06
C 1.91128 -0.06093 0.99937 -0.36
C 1.58811 -1.49442 0.56777 -0.75
N 2.79361 -2.29785 0.60370 -0.09
C 2.52745 -3.69146 0.32563 -1.07
C 3.78663 -1.73944 -0.29652 -0.63
C 4.12041 -0.31334 0.13274 -1.07
C 1.16403 3.03792 0.55122 -1.01
C -0.23523 2.53086 0.86268 0.60
O -0.84595 2.79839 1.87246 -0.68
C -2.23046 0.37952 -1.42367 -0.24
C -3.42636 -0.29951 -1.51401 -0.98
H -7.24507 -1.66361 0.02268 0.24
H -6.00483 -1.54907 1.29538 0.33
H -6.77552 -0.06795 0.65880 0.34
H -4.63558 0.35630 1.57511 0.39
H -2.53547 1.54462 1.72590 0.52
H -0.09290 2.08433 -2.15370 0.58
H 0.53548 0.58140 -1.45188 0.40
H 1.81241 3.16855 -1.50771 0.63
H 1.00257 0.53029 1.01077 0.00
H 2.31998 -0.09430 2.01639 0.25
H 0.85986 -1.92081 1.26115 0.50
H 1.13549 -1.48486 -0.44288 0.33
H 1.81739 -4.07072 1.05889 0.33
H 2.11342 -3.85419 -0.68191 0.38
H 3.45535 -4.25374 0.41522 0.34
H 4.68812 -2.35303 -0.24524 0.48
H 3.42967 -1.73127 -1.34287 0.34
H 4.83798 0.13913 -0.55220 0.49
H 4.53232 -0.32704 1.14662 0.33
H 1.12793 4.12616 0.48443 0.32
H 1.83559 2.79038 1.37396 0.38
H -1.57967 0.37620 -2.28242 0.39
H -3.69320 -0.82099 -2.41945 0.41
```

Values from the calculation:
Charge ... 0
LUMO ... 0.026 Eh
Energy above the lowest of the compared OMol25 structures with the same formula, charge and spin ... 46.10 kcal/mol
HOMO-LUMO gap ... 8.82 eV

***

The following is a quantum chemistry calculation of C28H27AlN6O3S2Se3 as an isolated structure, from the OMol25 dataset.

The geometry in XYZ format:
```
70
Properties=species:S:1:pos:R:3:mulliken_charge:R:1
Al 0.44119 -0.61635 0.35873 -1.82
Se 2.48959 -3.11503 2.34737 0.06
Se 2.41441 -1.38170 3.86755 0.10
C 0.51256 -1.23106 4.06401 -0.20
C 0.08143 -0.82542 5.33073 -0.72
C -1.26808 -0.78333 5.59230 -0.66
C -2.13983 -1.25993 4.61232 -0.84
C -1.61745 -1.64253 3.39275 0.03
N -0.30965 -1.54527 3.07146 0.68
C 3.18004 -2.03520 0.91263 0.23
C 4.42623 -2.38214 0.42606 -0.83
C 5.08609 -1.51200 -0.43015 -0.44
C 4.49109 -0.29746 -0.71258 -1.20
C 3.22634 -0.04455 -0.21662 -0.16
N 2.53557 -0.91502 0.54196 0.96
H 0.80792 -0.57383 6.09188 0.47
H -1.63955 -0.46510 6.55663 0.50
H -3.19532 -1.37559 4.80988 0.49
H -1.73659 -0.47204 1.63484 0.42
H 4.89315 -3.29770 0.75931 0.46
H 6.06377 -1.76049 -0.81938 0.47
H 4.98016 0.45019 -1.31909 0.53
H 2.74059 0.88735 -0.45527 0.69
O 0.75629 3.69937 -2.74024 -0.44
C 0.67269 2.66806 -3.60901 1.10
C 0.64908 2.89669 -4.98336 -0.86
C 0.56621 1.84584 -5.87411 -0.63
C 0.50403 0.53457 -5.41179 -1.14
C 0.52724 0.30398 -4.05398 -0.21
C 0.61115 1.35103 -3.12550 -0.16
C 0.62098 1.00139 -1.69961 -0.04
O 0.55883 -0.28374 -1.40250 0.02
N 0.67850 1.91128 -0.77772 -0.80
N 0.66374 1.34627 0.51976 1.45
C 0.66121 2.26738 1.42990 -0.06
S 0.60949 1.86362 3.12053 0.15
C 0.14651 3.53927 3.65105 -0.65
C 0.86994 4.50806 2.73905 -0.63
S 0.67790 3.94802 1.02129 0.06
H 0.80444 4.52487 -3.23777 0.36
H 0.69881 3.91598 -5.34685 0.35
H 0.55200 2.05010 -6.93562 0.43
H 0.44211 -0.28988 -6.10656 0.47
H 0.48174 -0.70848 -3.67749 0.46
H 0.45597 3.64907 4.68904 0.44
H -0.93498 3.64615 3.58004 0.32
H 1.93131 4.56399 2.97889 0.33
H 0.43854 5.50561 2.80678 0.44
Se -2.82901 -2.70875 2.29412 0.27
N -1.48686 -0.44097 0.65558 0.67
C -2.55442 -0.33159 -0.08742 0.78
C -2.54162 0.11023 -1.45256 -0.56
C -3.70583 0.35744 -2.09254 -0.53
C -5.00017 0.13041 -1.49059 -0.69
C -5.08296 -0.41179 -0.26824 -0.68
C -3.86471 -0.79248 0.44530 0.49
N -4.00059 -1.73397 1.31144 -0.74
H -1.60432 0.35521 -1.92099 0.57
H -3.66949 0.77338 -3.09147 0.52
H -5.89242 0.37726 -2.04792 0.43
H -6.02518 -0.64664 0.20404 0.48
C -1.02251 -3.34613 -1.76679 -0.94
C 0.34194 -3.24685 -1.13956 -0.33
O 0.28662 -2.48882 0.12189 0.30
H -0.94253 -3.90192 -2.70143 0.45
H -1.41685 -2.35595 -1.99399 0.10
H -1.72536 -3.87764 -1.12370 0.34
H 1.04543 -2.69317 -1.75652 0.22
H 0.76942 -4.21553 -0.88241 0.46
H -0.18596 -2.97602 0.81222 0.36
```

Values from the calculation:
Charge ... +2
LUMO ... -0.250 Eh
Energy above the lowest of the compared OMol25 structures with the same formula, charge and spin ... 0.00 kcal/mol
HOMO-LUMO gap ... 6.16 eV